Molecular formula: C3H5O3
Method: DFT, ωB97M-V/def2-TZVPD

Cartesian coordinates (Å):
C 0.255 0.793 -1.093
C 0.100 -0.591 -0.238
C 0.257 0.017 1.185
O -1.036 -1.130 -0.726
O -2.088 -0.504 -0.539
O 1.262 1.329 -1.318
H -0.831 1.071 -1.378
H 0.941 -1.286 -0.587
H 1.425 0.294 1.394
H 0.165 -0.862 1.858
H -0.450 0.868 1.441

**Energy**: -9319.56330 eV
**Frontier orbital gap (spin up / spin down)**: 9.178 / 7.704 eV
**Total charge**: +1
**ΔE to the lowest compared entry with this formula, charge and spin**: 577.0 kJ/mol
**Highest occupied orbital energy (spin up / spin down)**: -16.719 / -17.045 eV

Here are the Mulliken charges for atoms 1 to 4, given in e: 0.10, 0.28, -1.02, 0.15

Molecular formula: C33H56BClF4N4O7P
Method: DFT, ωB97M-V/def2-TZVPD

Cartesian coordinates (Å):
C -0.675 -1.697 2.107
C 0.529 -1.432 1.687
C 2.058 -1.136 1.288
C 2.720 -2.614 1.046
C 2.259 -3.338 -0.316
N 0.919 -3.973 -0.308
C 0.602 -4.631 0.759
O 0.411 -5.344 1.782
C 3.309 -4.607 -0.410
F 4.554 -4.295 -1.030
F 3.672 -5.090 0.918
F 2.782 -5.758 -1.067
N 2.322 -2.450 -1.546
B 1.959 -3.157 -2.847
O 3.062 -3.524 -3.750
N 0.617 -3.605 -3.319
C 0.538 -5.078 -3.590
C 0.454 -2.932 -4.681
C 1.724 -1.056 -1.378
C 0.142 -0.998 -1.603
C -0.822 0.043 -0.924
C -2.261 -0.713 -0.636
Cl -1.381 1.480 -1.987
C 2.324 -0.100 -2.580
O 3.420 -0.280 -3.198
N 1.627 1.180 -3.001
C 1.173 1.126 -4.399
O 0.233 1.924 -4.732
F 1.706 0.317 -5.452
C 2.303 -0.286 -0.041
O 1.896 1.120 -0.005
C 1.746 1.659 1.320
C 1.565 3.283 1.147
C 2.525 4.040 2.206
C -0.003 3.727 1.255
C -0.283 4.762 2.468
C -0.497 4.470 -0.109
P 4.244 -0.051 -0.149
C 5.011 0.129 1.580
C 4.698 1.587 -0.989
C 5.979 2.324 -0.265
H -1.759 -1.607 2.510
H 2.550 -0.762 2.255
H 2.484 -3.185 2.020
H 3.887 -2.585 1.015
H 3.356 -2.240 -1.641
H 3.598 -2.726 -3.980
H -0.584 -5.306 -3.817
H 0.816 -5.751 -2.702
H 1.097 -5.376 -4.571
H 1.125 -3.406 -5.491
H -0.641 -2.871 -5.020
H 0.859 -1.852 -4.530
H -0.009 -0.877 -2.760
H -0.350 -2.041 -1.412
H -0.547 0.500 0.084
H -2.820 -0.805 -1.636
H -2.124 -1.775 -0.227
H -2.878 -0.065 0.084
H 2.254 1.996 -2.843
H 2.638 1.526 2.032
H 0.794 1.310 1.893
H 1.946 3.594 0.088
H 3.598 3.608 2.058
H 2.523 5.181 2.060
H 2.167 3.748 3.258
H -0.692 2.815 1.428
H -1.407 5.000 2.472
H 0.266 5.755 2.223
H 0.084 4.363 3.484
H -0.098 5.553 -0.069
H -0.057 3.917 -1.017
H -1.651 4.541 -0.181
H 6.163 0.025 1.430
H 4.854 1.164 2.060
H 4.727 -0.752 2.283
H 5.052 1.407 -2.085
H 3.878 2.381 -1.042
H 5.629 2.975 0.636
H 6.355 3.092 -1.056
H 6.821 1.596 0.007
C -5.859 -4.683 -0.233
C -4.765 -4.997 0.760
C -3.532 -4.485 0.042
O -3.953 -3.385 -0.776
C -5.387 -3.367 -0.818
H -6.853 -4.618 0.214
H -5.884 -5.451 -1.014
H -4.925 -4.426 1.681
H -4.698 -6.054 1.021
H -3.109 -5.251 -0.617
H -2.752 -4.152 0.734
H -5.729 -2.519 -0.215
H -5.723 -3.221 -1.848
C -6.153 4.720 3.942
C -6.058 5.822 2.914
C -4.765 6.508 3.306
O -3.918 5.502 3.881
C -4.701 4.324 4.116
H -6.788 3.886 3.635
H -6.546 5.121 4.883
H -5.962 5.389 1.913
H -6.915 6.498 2.913
H -4.936 7.276 4.068
H -4.260 6.970 2.454
H -4.404 3.571 3.377
H -4.489 3.934 5.115

**Energy**: -88762.73662 eV
**Frontier orbital gap**: 7.211 eV
**Total charge**: +1
**Highest occupied orbital energy**: -10.960 eV

Here are the Mulliken charges for atoms 1 to 4, given in e: -0.64, -0.89, 0.85, -1.55

Molecular formula: C28H22BrCl2F5IrN2O2SSe
Method: DFT, ωB97M-V/def2-TZVPD

Cartesian coordinates (Å):
Ir -0.185 -1.515 -0.928
C -4.539 -3.982 -3.007
C -3.667 -3.837 -1.809
C -4.079 -4.209 -0.528
C -3.249 -3.971 0.554
C -2.045 -3.331 0.327
Br -0.921 -2.797 1.755
N -1.619 -2.979 -0.889
C -2.408 -3.253 -1.929
H -5.341 -4.696 -2.838
H -3.963 -4.288 -3.876
H -4.987 -3.014 -3.235
H -5.046 -4.664 -0.370
H -3.537 -4.248 1.555
H -2.036 -2.961 -2.900
Cl -3.411 1.654 3.340
C -1.927 1.693 4.218
C -1.916 1.409 5.568
C -0.718 1.463 6.270
C 0.471 1.733 5.610
C 0.477 2.023 4.256
Cl 1.987 2.182 3.436
C -0.743 2.076 3.534
N -0.831 2.392 2.206
C -0.117 3.343 1.533
C 0.500 4.397 2.239
C 1.201 5.373 1.573
C 1.321 5.324 0.185
C 0.666 4.327 -0.526
C -0.075 3.347 0.114
C -0.892 2.389 -0.697
C -0.542 0.915 -0.654
O 0.625 0.473 -0.778
O -1.497 0.093 -0.568
H -2.833 1.148 6.072
H -0.711 1.266 7.331
H 1.407 1.706 6.146
H -1.627 1.961 1.738
H 0.350 4.463 3.306
H 1.635 6.192 2.125
H 1.878 6.084 -0.341
H 0.717 4.339 -1.604
H -0.809 2.683 -1.747
H -1.948 2.467 -0.418
C 0.479 -2.283 -4.512
S -0.433 -0.949 -3.688
C 0.609 0.435 -4.208
H 1.540 -2.170 -4.314
H 0.299 -2.217 -5.581
H 0.128 -3.239 -4.138
H 0.448 0.596 -5.272
H 1.649 0.203 -4.008
H 0.321 1.323 -3.656
F 6.409 -1.621 0.587
C 5.204 -1.267 0.138
C 4.144 -0.769 1.062
F 3.420 0.328 0.828
C 3.873 -2.068 0.393
F 3.770 -3.204 1.098
C 3.127 -2.028 -0.881
Se 1.623 -3.033 -1.241
C 3.882 -1.267 -1.788
F 3.433 -1.042 -3.024
C 5.074 -0.807 -1.264
F 5.988 -0.093 -1.881

**Energy**: -224142.66474 eV
**Frontier orbital gap (spin up / spin down)**: 2.616 / 2.640 eV
**Total charge**: +2
**⟨S²⟩**: 0.79
**Multiplicity**: 2
**Highest occupied orbital energy (spin up / spin down)**: -11.695 / -11.695 eV

Here are the Mulliken charges for atoms 1 to 4, given in e: 1.13, -1.46, 0.37, -0.39

Molecular formula: C17H21N3OS
Method: DFT, ωB97M-V/def2-TZVPD

Cartesian coordinates (Å):
C 2.636 2.559 2.270
C 3.704 2.695 1.155
C 3.357 2.092 -0.174
H 4.184 2.623 -0.929
C 3.712 0.644 -0.508
N 2.621 0.072 0.388
C 1.349 0.133 -0.009
N 1.093 0.321 -1.194
C -0.096 0.218 -1.701
S -0.628 1.041 -3.181
N -1.142 -0.612 -0.879
C -0.795 -1.118 0.264
C 0.387 -0.732 0.624
C 0.502 -0.974 2.303
O 1.782 -1.193 2.609
C -0.571 -0.729 3.268
H -1.430 -0.209 2.690
H -0.880 -1.762 3.522
H -0.294 -0.502 4.121
C -1.992 -1.856 0.807
H -2.237 -2.632 -0.090
H -1.544 -2.451 1.687
H -2.849 -1.386 1.224
C -2.359 -0.713 -1.667
C -2.216 -2.097 -2.731
C -3.504 -2.140 -3.526
C -4.555 -1.328 -3.368
C -4.697 -0.570 -2.125
C -3.459 -0.031 -1.462
H -3.532 0.673 -0.775
H -5.561 -0.013 -1.945
H -5.409 -1.718 -3.818
H -3.461 -2.857 -4.254
H -1.284 -2.271 -3.108
H 2.804 -0.350 1.309
H 4.449 0.243 0.208
H 3.554 0.289 -1.429
H 2.363 2.720 -0.349
H 3.984 3.809 1.209
H 4.758 2.332 1.790
H 2.516 1.604 2.492
H 2.900 3.267 3.381
H 1.839 2.912 1.900

**Energy**: -35309.98762 eV
**Frontier orbital gap**: 7.224 eV
**Total charge**: 0
**ΔE to the lowest compared entry with this formula, charge and spin**: 1377.4 kJ/mol
**Highest occupied orbital energy**: -7.534 eV

Here are the Mulliken charges for atoms 1 to 4, given in e: -1.27, -0.63, 0.12, 0.19

Question: Which formula does entry 3 have?
Answer: C28H22BrCl2F5IrN2O2SSe

Question: What is the total charge in the second record?
Answer: +1

Question: Which of these has the highest energy?
Answer: C3H5O3

Question: Number 4 is which compound?
Answer: C17H21N3OS